# 1
98
Properties=species:S:1:pos:R:3 method="wB97M-V/def2-TZVPD" charge=+3 s2=6.06 multiplicity=5
Pd 0.434 -0.554 0.346
C 3.242 -0.405 -3.590
N 1.781 -0.484 -3.712
C 1.167 -0.837 -4.995
C 1.060 -0.232 -2.629
O 1.585 0.061 -1.539
C -0.454 -0.313 -2.758
O -1.112 0.045 -1.554
C -1.575 1.383 -1.474
C -0.737 2.210 -0.501
O 0.005 1.638 0.321
N -0.848 3.531 -0.545
C -1.790 4.261 -1.394
C -0.005 4.377 0.298
H 3.687 -0.554 -4.568
H 3.607 -1.165 -2.901
H 3.535 0.568 -3.203
H 1.953 -1.072 -5.704
H 0.584 -0.011 -5.404
H 0.525 -1.713 -4.902
H -0.739 -1.342 -2.985
H -0.797 0.314 -3.583
H -2.602 1.350 -1.102
H -1.574 1.839 -2.462
H -2.494 3.604 -1.890
H -1.250 4.843 -2.141
H -2.359 4.951 -0.772
H 0.713 3.766 0.830
H -0.621 4.928 1.009
H 0.522 5.092 -0.334
F -0.676 -9.822 -1.509
C 0.436 -9.216 -1.914
F 1.478 -9.783 -1.301
F 0.568 -9.394 -3.227
C 0.417 -7.732 -1.586
C -0.632 -7.186 -0.838
C -0.598 -5.855 -0.512
C 0.492 -5.042 -0.944
C 1.543 -5.621 -1.710
C 1.497 -6.951 -2.023
C 0.500 -3.704 -0.604
C 0.487 -2.502 -0.272
H -1.457 -7.812 -0.528
H -1.395 -5.406 0.066
H 2.370 -5.006 -2.038
H 2.286 -7.407 -2.607
C -0.120 0.169 4.501
C -0.237 -0.975 5.502
As 0.515 -0.473 7.244
C 0.386 -1.997 8.346
C 1.158 -1.997 9.520
C 1.174 -3.122 10.319
C 0.394 -4.223 9.975
C -0.394 -4.211 8.822
C -0.430 -3.090 8.020
C 2.394 -0.218 6.891
C 3.117 -1.345 6.498
C 4.466 -1.199 6.212
C 5.078 0.044 6.331
C 4.348 1.155 6.732
C 2.995 1.028 7.017
P -0.445 -0.347 2.740
C -2.074 -1.121 2.752
C -3.044 -0.698 3.665
C -4.331 -1.211 3.609
C -4.670 -2.133 2.629
C -3.724 -2.527 1.692
C -2.436 -2.016 1.742
C 0.878 -1.596 2.616
C 2.149 -1.066 2.315
C 3.260 -1.907 2.250
C 3.106 -3.261 2.475
C 1.846 -3.792 2.772
C 0.738 -2.973 2.836
H 0.894 0.574 4.492
H -0.796 0.989 4.749
H 0.348 -1.845 5.198
H -1.270 -1.285 5.649
H 1.742 -1.128 9.795
H 1.773 -3.138 11.219
H 0.374 -5.089 10.623
H -0.990 -5.076 8.564
H -1.071 -3.074 7.147
H 2.650 -2.320 6.431
H 5.042 -2.066 5.917
H 6.136 0.143 6.126
H 4.830 2.118 6.836
H 2.428 1.891 7.343
H -2.810 0.049 4.414
H -5.072 -0.880 4.324
H -5.677 -2.528 2.584
H -3.998 -3.218 0.905
H -1.716 -2.307 0.988
H 2.280 0.008 2.211
H 4.236 -1.497 2.027
H 3.968 -3.915 2.426
H 1.740 -4.855 2.954
H -0.241 -3.388 3.052

=====

# 2
101
Properties=species:S:1:pos:R:3 method="wB97M-V/def2-TZVPD" charge=-1
Cs 0.353 -0.446 -0.718
O -0.555 4.319 2.279
C -0.632 3.010 1.939
O -1.614 2.524 1.456
C 0.668 2.316 2.255
O 0.570 0.960 1.970
C 1.762 0.266 2.316
C 1.686 -1.261 2.067
O 2.747 -1.842 2.324
O 0.597 -1.745 1.659
H -1.404 4.713 2.035
H 0.897 2.494 3.316
H 1.456 2.816 1.670
H 1.976 0.400 3.382
H 2.613 0.671 1.752
C -1.198 3.065 -1.925
C -0.417 3.766 -3.040
C -0.629 3.062 -4.384
C 1.040 3.969 -2.656
C 1.482 5.264 -2.413
C 2.781 5.526 -2.003
C 3.652 4.469 -1.811
C 3.255 3.155 -2.042
C 4.223 2.021 -1.755
C 4.803 2.114 -0.341
C 5.346 1.962 -2.792
C 1.948 2.903 -2.502
N 1.515 1.587 -2.708
C 1.927 0.944 -3.749
C 1.637 -0.397 -4.133
C 2.132 -1.007 -5.305
C 1.648 -2.309 -5.301
C 0.874 -2.431 -4.121
N 0.860 -1.291 -3.434
C 0.084 -3.633 -3.638
C -1.398 -3.433 -3.985
C 0.591 -4.903 -4.327
C 0.209 -3.826 -2.119
H -2.243 2.922 -2.211
H -1.174 3.645 -1.001
H -0.755 2.091 -1.722
H -0.833 4.775 -3.142
H -0.399 2.000 -4.320
H -0.001 3.502 -5.161
H -1.672 3.164 -4.692
H 0.785 6.085 -2.544
H 3.103 6.544 -1.821
H 4.661 4.665 -1.467
H 3.664 1.087 -1.818
H 5.474 2.969 -0.237
H 5.371 1.213 -0.104
H 4.011 2.219 0.403
H 5.906 2.901 -2.806
H 4.948 1.793 -3.793
H 6.043 1.154 -2.560
H 2.573 1.467 -4.470
H 2.772 -0.547 -6.045
H 1.836 -3.069 -6.044
H -1.527 -3.315 -5.063
H -1.779 -2.533 -3.499
H -1.995 -4.286 -3.651
H 0.449 -4.846 -5.408
H 0.045 -5.776 -3.960
H 1.654 -5.053 -4.132
H -0.240 -3.009 -1.552
H 1.255 -3.913 -1.818
H -0.312 -4.742 -1.825
F -2.973 -6.550 1.268
C -2.792 -5.278 1.620
C -2.586 -4.946 2.943
F -2.578 -5.903 3.873
C -2.416 -3.620 3.296
F -2.301 -3.372 4.606
C -2.400 -2.594 2.361
P -2.103 -0.805 2.741
C -3.751 -0.425 3.483
C -4.654 0.222 2.641
C -5.939 0.525 3.075
C -6.326 0.199 4.365
C -5.428 -0.428 5.219
C -4.150 -0.741 4.782
C -1.020 -0.770 4.214
C -0.030 -1.706 4.496
C 0.854 -1.498 5.545
C 0.771 -0.349 6.319
C -0.202 0.599 6.034
C -1.087 0.391 4.987
C -2.671 -2.953 1.039
Br -2.934 -1.670 -0.325
C -2.854 -4.274 0.671
F -3.123 -4.619 -0.589
H -4.338 0.492 1.640
H -6.631 1.023 2.408
H -7.325 0.439 4.710
H -5.726 -0.678 6.230
H -3.453 -1.226 5.452
H 0.080 -2.585 3.876
H 1.625 -2.234 5.739
H 1.467 -0.188 7.133
H -0.274 1.503 6.627
H -1.841 1.140 4.768

=====

# 3
106
Properties=species:S:1:pos:R:3 method="wB97M-V/def2-TZVPD" charge=-2
Sr 0.964 0.525 0.240
O 2.890 3.968 -1.885
C 2.484 3.357 -0.885
N 1.171 2.974 -0.558
C 0.226 3.937 -0.462
C 0.453 5.340 -0.655
C -0.544 6.231 -0.383
C -1.859 5.770 -0.167
C -2.103 4.412 -0.080
C -1.101 3.480 -0.076
N -1.285 2.150 0.260
C -2.438 1.517 -0.039
O -3.345 1.917 -0.817
C -2.547 0.142 0.480
C -3.878 -0.340 0.697
C -4.104 -1.605 1.331
C -2.952 -2.393 1.564
C -1.669 -1.873 1.293
N -1.483 -0.660 0.798
C 3.521 2.725 -0.004
C 4.863 3.152 -0.179
C 5.845 2.519 0.541
C 5.501 1.601 1.516
C 4.149 1.214 1.669
N 3.185 1.791 0.907
H 1.481 5.698 -0.883
H -0.308 7.335 -0.250
H -2.644 6.478 0.096
H -3.103 4.003 -0.009
H -4.703 0.333 0.391
H -5.081 -2.012 1.548
H -3.096 -3.373 1.891
H -0.774 -2.430 1.394
H 5.086 4.041 -0.802
H 6.877 2.621 0.259
H 6.234 1.282 2.248
H 3.848 0.512 2.426
Cl 4.462 -2.354 -4.261
C 3.685 -1.877 -2.753
Cl 4.191 -2.961 -1.367
C 2.093 -1.803 -2.496
O 1.319 -2.749 -2.770
O 1.788 -0.712 -1.902
H 4.004 -0.859 -2.526
C -5.240 0.306 -3.266
C -4.258 -0.797 -3.131
O -3.177 -0.540 -4.080
P -1.829 0.296 -3.633
O -0.877 -0.221 -4.910
C -0.853 -1.575 -5.423
C -0.453 -1.436 -6.884
O -2.029 1.835 -4.014
C -1.941 2.284 -5.370
C -2.878 3.477 -5.579
H -6.035 0.168 -2.556
H -5.775 0.324 -4.245
H -4.770 1.297 -3.157
H -4.723 -1.749 -3.518
H -3.873 -0.926 -2.110
H -1.889 -2.019 -5.271
H -0.141 -2.160 -4.764
H -1.253 -0.897 -7.488
H -0.303 -2.427 -7.332
H 0.432 -0.796 -6.895
H -2.156 1.441 -6.055
H -0.896 2.574 -5.588
H -3.932 3.292 -5.337
H -2.825 3.909 -6.570
H -2.591 4.247 -4.882
F -0.385 -7.483 -0.593
C -0.072 -6.187 -0.903
C -0.817 -5.533 -1.897
C -0.643 -4.186 -1.919
C 0.400 -3.558 -1.264
C 1.066 -4.172 -0.216
C 0.837 -5.541 -0.057
H -1.587 -5.968 -2.523
H -1.264 -3.469 -2.510
H 1.643 -3.570 0.514
H 1.450 -6.100 0.640
C 0.410 0.246 7.054
N 0.898 0.561 5.663
N 1.066 -0.478 4.717
C 1.023 0.088 3.470
O 1.414 -0.522 2.418
C 0.606 1.461 3.542
C 0.595 1.746 4.935
C 0.345 3.076 5.608
C 1.603 -1.769 5.039
C 2.805 -1.996 5.843
C 3.271 -3.310 5.950
C 2.563 -4.364 5.379
C 1.414 -4.147 4.625
C 0.948 -2.861 4.496
H 0.876 -0.723 7.331
H -0.686 0.000 7.070
H 0.666 1.079 7.720
H 0.466 2.208 2.759
H 0.154 3.793 4.854
H 1.207 3.381 6.188
H -0.490 3.126 6.347
H 3.259 -1.132 6.299
H 4.189 -3.487 6.482
H 2.811 -5.409 5.587
H 0.910 -5.023 4.134
H 0.011 -2.701 3.936

=====

# 4
C43H44ClIN4O3PtSeSi as an isolated structure at a distorted geometry. Source: the Open Molecules 2025 dataset; level of theory: ωB97M-V/def2-TZVPD.

Structure (XYZ):
```
99
C43H44ClIN4O3PtSeSi (ωB97M-V/def2-TZVPD)
Pt -0.056 -0.030 -0.303
Cl -4.805 -0.271 4.696
C -3.787 0.236 3.382
C -3.661 1.566 3.104
C -2.821 1.998 2.059
I -2.624 4.014 1.591
C -2.075 1.112 1.321
O -1.253 1.505 0.359
C -2.240 -0.258 1.604
N -1.531 -1.077 0.806
C -1.598 -2.379 1.007
C -2.384 -2.939 2.018
C -3.140 -2.117 2.818
C -3.089 -0.728 2.618
H -4.198 2.287 3.703
H -1.042 -3.008 0.328
H -2.398 -4.012 2.153
H -3.776 -2.525 3.591
O 3.352 -0.061 0.739
C 2.612 0.015 1.694
N 1.209 0.089 1.677
C 0.781 0.303 2.975
O -0.360 0.447 3.368
C 1.967 0.302 3.895
C 2.045 0.438 5.265
C 3.307 0.327 5.844
C 4.433 0.084 5.060
C 4.335 -0.037 3.677
C 3.078 0.080 3.119
H 1.159 0.621 5.859
H 3.415 0.425 6.917
H 5.400 -0.016 5.538
H 5.204 -0.223 3.059
Se 1.587 -2.782 0.772
N 1.540 -1.625 -0.593
C 2.484 -1.967 -1.452
C 2.893 -1.236 -2.609
C 3.853 -1.758 -3.404
C 4.449 -3.039 -3.135
C 4.116 -3.751 -2.039
C 3.148 -3.212 -1.130
N 2.798 -3.789 0.001
H 2.466 -0.265 -2.789
H 4.186 -1.200 -4.270
H 5.189 -3.431 -3.821
H 4.561 -4.712 -1.821
C 1.328 1.095 -1.110
C 2.232 1.836 -1.402
C 3.283 2.702 -1.849
C 3.804 3.680 -1.000
C 4.817 4.517 -1.436
C 5.310 4.404 -2.729
C 4.796 3.437 -3.581
C 3.793 2.586 -3.144
H 3.406 3.766 0.002
H 5.224 5.264 -0.766
H 6.090 5.072 -3.073
H 5.177 3.349 -4.591
H 3.386 1.832 -3.808
C -4.203 -0.534 -0.749
C -3.629 0.298 -1.915
C -4.482 -0.043 -3.153
C -3.908 1.771 -1.564
Si -1.708 -0.028 -2.277
C -1.595 -1.796 -3.153
C -1.944 -1.688 -4.647
C -2.533 -2.837 -2.519
C -0.194 -2.387 -3.058
C -1.087 1.414 -3.463
C -2.072 1.713 -4.607
C 0.248 1.029 -4.120
C -0.901 2.721 -2.671
H -5.289 -0.612 -0.865
H -4.024 -0.044 0.201
H -3.809 -1.546 -0.690
H -5.517 0.245 -2.939
H -4.481 -1.104 -3.383
H -4.169 0.495 -4.043
H -4.929 1.858 -1.176
H -3.840 2.419 -2.436
H -3.225 2.150 -0.807
H -2.939 -1.283 -4.821
H -1.911 -2.690 -5.089
H -1.223 -1.078 -5.185
H -3.586 -2.616 -2.665
H -2.351 -2.942 -1.449
H -2.336 -3.811 -2.982
H 0.578 -1.700 -3.402
H -0.137 -3.292 -3.675
H 0.029 -2.680 -2.035
H -2.327 0.829 -5.189
H -1.594 2.428 -5.286
H -2.990 2.174 -4.250
H 0.123 0.250 -4.872
H 0.971 0.696 -3.388
H 0.664 1.910 -4.621
H -1.850 3.125 -2.326
H -0.435 3.467 -3.325
H -0.259 2.595 -1.806
```

=====

Number 1: electronic energy -5003.74720 hartree. Number 2: electronic energy -5485.77130 hartree. Number 3: electronic energy -3987.74643 hartree. Number 4: electronic energy -5677.80423 hartree.